{"formula": "C14H31N4O3", "method": "ωB97M-V with the def2-TZVPD basis set", "homo_ha": -0.40626, "homo_lumo_gap_ev": 5.01, "lumo_ha": -0.2223, "total_charge": 1, "species": ["C", "N", "O", "C", "N", "C", "N", "C", "C", "C", "N", "H", "H", "H", "H", "H", "H", "H", "H", "H", "H", "H", "C", "C", "O", "C", "C", "H", "H", "H", "H", "H", "H", "H", "H", "H", "H", "C", "C", "O", "C", "C", "H", "H", "H", "H", "H", "H", "H", "H", "H", "H"], "xyz": [[2.68357, -0.29786, 0.48602], [2.97929, -1.38203, -0.53820], [2.00780, -1.88455, -1.33235], [1.40082, -3.05467, -0.71574], [1.19239, -4.00886, 0.01046], [4.28937, -1.82472, -0.54076], [4.53994, -3.16639, -0.04862], [5.84429, -3.15235, 0.72189], [6.00446, -1.67355, 1.38028], [6.09993, -0.50890, 0.26728], [5.30942, -0.85844, -0.99977], [3.32155, 0.64289, 0.29647], [1.56184, -0.07669, 0.57296], [3.03227, -0.74791, 1.49821], [3.80595, -3.34669, 0.67453], [6.73749, -3.36299, 0.03487], [5.75307, -3.88293, 1.60361], [5.10951, -1.52064, 2.10235], [6.94826, -1.72071, 2.05061], [7.17059, -0.20277, 0.01377], [5.56542, 0.41238, 0.70696], [5.95870, -1.28324, -1.69231], [-3.47475, -2.13430, -0.57460], [-3.27831, -0.65719, -0.87298], [-1.91979, -0.29960, -1.10317], [-1.27407, -0.94247, -2.19402], [-1.94127, -0.68224, -3.53331], [-2.88159, -2.43046, 0.29669], [-4.52794, -2.34480, -0.37154], [-3.16423, -2.76420, -1.41012], [-3.61077, -0.07730, -0.00866], [-3.90055, -0.33929, -1.71486], [-1.18522, -2.01745, -1.99910], [-0.25259, -0.54963, -2.22662], [-2.96453, -1.06077, -3.56105], [-1.38192, -1.16748, -4.33717], [-1.98426, 0.39162, -3.73600], [-4.24608, 3.34906, 3.21081], [-4.78541, 4.28833, 2.14456], [-3.77549, 4.83650, 1.30698], [-3.00013, 3.90686, 0.56242], [-3.82345, 3.05208, -0.38561], [-3.51170, 3.86448, 3.83801], [-5.05909, 2.98690, 3.84574], [-3.75050, 2.47927, 2.77547], [-5.27448, 5.13312, 2.63546], [-5.55333, 3.79689, 1.53924], [-2.40532, 3.28395, 1.23935], [-2.28607, 4.49498, -0.02195], [-4.55138, 2.43595, 0.14616], [-3.17298, 2.38507, -0.95777], [-4.37875, 3.68375, -1.08488]], "mulliken_charge": [-0.77, 0.37, -0.20, 0.57, -0.43, -0.20, -0.14, -0.63, -0.29, -0.52, -0.29, 0.28, 0.35, 0.26, 0.40, 0.30, 0.36, 0.17, 0.40, 0.41, 0.22, 0.39, -1.30, -0.15, -0.40, 0.11, -1.29, 0.30, 0.41, 0.29, 0.25, 0.36, 0.17, 0.21, 0.31, 0.42, 0.30, -0.94, -0.29, -0.42, -0.43, -0.77, 0.28, 0.38, 0.18, 0.34, 0.29, 0.28, 0.35, 0.22, 0.23, 0.30]}



{"formula": "C14H32AlBr3FLiN4O13S5", "method": "ωB97M-V with the def2-TZVPD basis set", "homo_ha": -0.31881, "homo_lumo_gap_ev": 2.38, "lumo_ha": -0.2314, "total_charge": 0, "species": ["O", "S", "O", "N", "S", "O", "O", "C", "C", "C", "C", "S", "O", "O", "O", "H", "H", "H", "H", "H", "H", "H", "H", "H", "H", "N", "H", "H", "H", "H", "Li", "Br", "C", "C", "Br", "H", "H", "H", "H", "O", "S", "O", "O", "O", "Al", "Br", "C", "C", "C", "S", "O", "O", "C", "H", "H", "H", "H", "H", "H", "H", "H", "C", "C", "N", "H", "H", "H", "F", "C", "C", "N", "H", "H", "H"], "xyz": [[3.80616, -1.39926, 1.45789], [5.20258, -1.01037, 1.39483], [5.84145, -0.92634, 2.67720], [5.47555, 0.27379, 0.47579], [4.33850, 1.37573, 0.51081], [4.89687, 2.58257, -0.06370], [3.79859, 1.64809, 1.83344], [2.91756, 0.98302, -0.51670], [2.84710, -0.41498, -1.14950], [1.58875, -1.14583, -0.69254], [0.30812, -0.31022, -0.86157], [-0.77816, -0.53303, 0.52897], [-2.10562, -0.09530, 0.19144], [-0.73920, -1.92339, 0.90293], [-0.11760, 0.29525, 1.66163], [5.84245, -1.96511, 0.68728], [2.07068, 1.15808, 0.14256], [2.88003, 1.73233, -1.30153], [3.73041, -1.01736, -0.97671], [2.80358, -0.31130, -2.23519], [1.68557, -1.47968, 0.33786], [1.46817, -2.06025, -1.31008], [0.48811, 0.75567, -0.97539], [-0.28164, -0.61941, -1.72392], [-0.78067, 0.93159, 2.02729], [-0.45462, -2.35387, -3.61658], [-1.01471, -1.52009, -3.91761], [-0.84120, -2.70831, -2.65790], [-0.52441, -3.11723, -4.35626], [0.54981, -2.07048, -3.50407], [1.70368, -3.58822, -3.29571], [2.67105, 3.05856, 7.64300], [3.55340, 2.07145, 6.20821], [2.86458, 2.26058, 4.88759], [1.22749, 1.21664, 4.77764], [3.58663, 1.03278, 6.51964], [4.56449, 2.47038, 6.16552], [3.48938, 1.89374, 4.07379], [2.59107, 3.29261, 4.69281], [-0.69854, 4.43233, 3.07744], [-0.92641, 3.51422, 1.96308], [-1.47896, 2.25591, 2.46407], [0.33223, 3.26016, 1.24905], [-1.83916, 4.14361, 1.00743], [-0.79236, -4.51149, -3.00349], [-1.46355, -3.85036, -0.84919], [-5.87722, -0.61930, -5.17829], [-5.37732, -1.67699, -4.19076], [-3.92952, -2.00785, -4.56820], [-3.26259, -0.50384, -5.35982], [-2.96884, -0.81215, -6.73153], [-2.25454, 0.07136, -4.47933], [-4.77735, 0.43267, -5.27379], [-6.81684, -0.18069, -4.85073], [-6.03954, -1.07600, -6.15650], [-5.40833, -1.27654, -3.17672], [-6.00245, -2.56682, -4.20772], [-3.33817, -2.25890, -3.68485], [-3.87604, -2.81838, -5.29493], [-4.85870, 1.06653, -6.15351], [-4.73519, 1.04259, -4.37114], [-7.38092, 0.28953, -0.98161], [-7.97808, -0.62280, -1.95082], [-8.44773, -1.34586, -2.70760], [-7.96601, 1.20529, -0.92838], [-7.36081, -0.17783, 0.00065], [-6.36219, 0.53484, -1.27763], [2.84155, -1.56923, -4.07690], [5.84384, 1.05674, 8.80845], [7.23989, 1.46322, 8.90566], [8.33755, 1.78373, 8.98219], [5.20853, 1.93352, 8.69056], [5.70948, 0.40052, 7.95023], [5.55028, 0.52541, 9.71155]], "mulliken_charge": [-0.48, 0.81, -0.59, -0.54, 1.36, -0.72, -0.58, -0.45, -0.63, 0.00, -0.30, 1.23, -0.74, -0.73, -0.07, 0.05, -0.28, 0.40, 0.41, 0.41, 0.69, -0.41, 0.58, -0.24, 0.25, -0.06, 0.07, 0.28, 0.42, 0.15, 0.87, -0.18, -0.78, -0.31, -0.12, 0.39, 0.46, 0.22, 0.43, -0.39, 1.29, -0.59, -0.29, -0.40, -0.09, -0.09, -0.65, -0.72, -0.24, 1.09, -0.62, -0.69, -0.68, 0.41, 0.32, 0.16, 0.36, 0.07, 0.41, 0.42, 0.35, -0.80, 0.43, -0.42, 0.30, 0.30, 0.26, -0.75, -0.44, 0.26, -0.37, 0.02, 0.20, 0.33]}



{"formula": "C14H32B3BrNO16P", "method": "ωB97M-V with the def2-TZVPD basis set", "homo_ha": -0.32840, "homo_lumo_gap_ev": 8.66, "lumo_ha": -0.0101, "total_charge": 0, "de_lowest_kcal_mol": 0.0, "species": ["C", "N", "C", "B", "O", "B", "O", "B", "P", "O", "Br", "O", "H", "H", "H", "H", "H", "H", "H", "H", "C", "O", "C", "O", "O", "C", "H", "H", "H", "H", "H", "H", "C", "O", "C", "O", "O", "C", "H", "H", "H", "H", "H", "H", "C", "O", "C", "O", "O", "C", "H", "H", "H", "H", "H", "H", "C", "O", "C", "O", "O", "C", "H", "H", "H", "H", "H", "H"], "xyz": [[0.37134, 0.86551, 1.86274], [-0.32286, 1.39276, 0.67683], [0.57557, 1.98874, -0.31627], [1.39607, 0.95363, -1.14113], [1.97384, 1.33017, -2.35230], [3.13595, 0.71373, -2.73321], [3.61667, -0.38101, -2.02558], [3.00911, -0.59906, -0.80610], [4.19772, -1.14087, 0.66946], [4.17327, 0.29672, 1.50435], [2.67470, -2.26930, 1.83952], [1.66455, -0.34171, -0.71000], [0.10787, 1.42857, 2.75930], [0.10768, -0.17431, 2.04996], [1.45726, 0.90964, 1.76308], [-0.92567, 2.13857, 0.99655], [1.28881, 2.70335, 0.13718], [-0.01685, 2.57783, -1.02087], [3.76326, 1.12021, -3.65388], [4.10348, 1.05901, 0.92598], [4.75867, -2.90971, -3.89431], [5.23777, -2.47291, -5.17059], [4.39638, -2.69790, -6.17686], [3.31363, -3.21458, -6.09034], [4.95851, -2.24987, -7.29931], [4.15493, -2.43013, -8.46889], [5.53694, -2.65469, -3.18170], [3.83939, -2.39384, -3.63364], [4.59269, -3.98524, -3.89367], [3.21376, -1.89248, -8.37407], [3.95645, -3.48633, -8.63857], [4.73572, -2.02325, -9.29069], [-2.49847, -6.37879, -1.04969], [-2.18797, -5.31880, -0.14202], [-1.70937, -4.21975, -0.72952], [-1.53678, -4.07814, -1.91224], [-1.45947, -3.31789, 0.21248], [-0.93306, -2.07703, -0.28075], [-2.87094, -7.19304, -0.43578], [-3.26242, -6.06590, -1.75861], [-1.60824, -6.69518, -1.58944], [-1.64648, -1.60509, -0.95395], [0.00829, -2.24209, -0.79495], [-0.77403, -1.44540, 0.58504], [-2.25389, 6.56397, -0.62395], [-3.12353, 6.83440, 0.47930], [-3.23537, 5.83368, 1.34890], [-2.67858, 4.76854, 1.27282], [-4.06725, 6.20900, 2.31600], [-4.28313, 5.21866, 3.32680], [-2.26681, 7.46045, -1.23540], [-1.24263, 6.36527, -0.27458], [-2.61740, 5.71476, -1.19895], [-3.34812, 4.96942, 3.82425], [-4.71991, 4.32043, 2.89554], [-4.97374, 5.66628, 4.03413], [-1.29361, 1.03621, 7.15484], [-2.51242, 0.39637, 6.76549], [-2.49012, -0.11790, 5.53673], [-1.56200, -0.07607, 4.77229], [-3.66900, -0.68551, 5.29626], [-3.77609, -1.28491, 3.99888], [-1.46101, 1.39954, 8.16387], [-0.46830, 0.32738, 7.14498], [-1.06823, 1.86825, 6.49065], [-3.03725, -2.07429, 3.87886], [-3.64196, -0.53738, 3.21959], [-4.77731, -1.70068, 3.94916]], "mulliken_charge": [-0.54, -0.19, -0.74, 0.39, -0.72, 0.73, -0.60, 0.62, -0.18, -0.44, -0.20, 0.33, 0.38, 0.06, 0.09, 0.25, 0.37, 0.29, -0.15, 0.31, -0.44, -0.33, 0.79, -0.54, -0.33, -0.63, 0.22, 0.10, 0.36, 0.29, 0.29, 0.22, -0.64, -0.34, 0.72, -0.54, -0.24, -0.32, 0.22, 0.29, 0.30, 0.33, 0.19, -0.03, -0.61, -0.32, 0.85, -0.56, -0.33, -0.62, 0.21, 0.29, 0.29, 0.29, 0.29, 0.22, -0.61, -0.34, 0.84, -0.53, -0.33, -0.62, 0.21, 0.29, 0.28, 0.30, 0.28, 0.23]}